[1]
Here is 2 unconnected molecules or ions with the total composition C11H10O in a non-equilibrium geometry from OMol25. Energies are from ωB97M-V/def2-TZVPD.

```
22
Properties=species:S:1:pos:R:3:nbo_charge:R:1
C -2.8058 0.6478 1.7270 -0.6525
C -1.4291 0.0777 1.1287 -0.1307
C -0.9873 -1.2405 1.3778 -0.1747
C 0.1958 -1.5989 0.8465 -0.2264
C 0.8860 -0.6278 -0.0043 -0.0155
C 1.9952 -1.4075 -0.6460 -0.2088
C 2.5516 -0.8580 -1.6954 -0.1987
C 2.2997 0.5810 -2.0746 -0.2178
C 1.1905 1.1102 -1.5744 -0.1985
C 0.3572 0.5729 -0.4821 -0.1300
C -0.9111 0.8780 0.2190 0.3372
H -2.6653 1.8314 1.6064 0.2512
H -2.8543 0.1698 2.8427 0.2183
H -3.8190 0.4318 1.1531 0.2300
H -1.3374 -2.3240 1.9549 0.2314
H 0.5392 -2.5142 1.3758 0.2226
H 2.0314 -2.5563 -0.5866 0.2285
H 3.3428 -1.3053 -2.2805 0.2100
H 2.6647 1.1256 -3.0349 0.2312
H 0.6403 1.9284 -1.9368 0.2127
H -0.3511 3.0118 0.2568 0.4042
O -1.5339 2.0662 -0.1730 -0.6237
```

Calculated values
Orbital gap, eV: 7.203
HOMO level, eV: -8.449
Total charge: 0
Largest force on an atom, eV Å⁻¹: 5.9
Energy above the lowest of the compared OMol25 structures with the same formula, charge and spin, kcal per mole: 161.66
Lowest unoccupied orbital energy, eV: -1.246

=====

[2]
Here is 4 unconnected molecules or ions with the total composition C4H14O3 in a non-equilibrium geometry from OMol25. Energies are from ωB97M-V/def2-TZVPD.

```
21
Properties=species:S:1:pos:R:3:nbo_charge:R:1
C -1.1556 -0.0560 -2.3118 -0.6499
C -0.8109 0.3996 -0.9068 -0.2303
C -1.4166 1.3937 -0.2472 -0.1544
C -0.7866 2.1025 0.9255 -0.6432
H -2.0010 -0.7513 -2.1954 0.2098
H -1.4662 0.7599 -2.9565 0.2212
H -0.3710 -0.6569 -2.7608 0.2205
H 0.2553 0.2980 -0.6809 0.1810
H -2.4957 1.4992 -0.3618 0.1839
H -1.2121 1.7202 1.8404 0.2341
H -1.0052 3.1676 0.8338 0.2107
H 0.2801 1.9376 0.7957 0.2146
O 2.2661 -1.1924 1.4979 -0.9644
H 3.0332 -0.6565 1.2814 0.4736
H 1.5223 -1.0465 0.9038 0.4956
O -0.1669 -0.2336 2.2367 -0.9325
H -0.8580 -0.4348 1.5816 0.4669
H -0.4549 -0.8770 2.8970 0.4681
O 2.3652 -2.1776 -1.0152 -0.9665
H 1.6649 -2.8209 -1.1697 0.4707
H 2.8136 -2.3750 -0.1876 0.4906
```

Calculated values
Orbital gap, eV: 9.883
HOMO level, eV: -9.213
Total charge: 0
Largest force on an atom, eV Å⁻¹: 2.8
Structure (SMILES): C/C=C/C.O.O.O
Energy above the lowest of the compared OMol25 structures with the same formula, charge and spin, kcal per mole: 41.45
Lowest unoccupied orbital energy, eV: 0.670

=====

[3]
Here is a single C20H22ClN3O4S molecule in a non-equilibrium geometry from OMol25. Energies are from ωB97M-V/def2-TZVPD.

```
51
Properties=species:S:1:pos:R:3:nbo_charge:R:1
C 0.2624 3.2931 -2.9701 -0.2525
O 0.8134 2.8254 -1.7613 -0.4861
C 0.1923 1.8083 -1.1134 0.2870
C -0.9469 1.1460 -1.5583 -0.3155
C -1.4894 0.1010 -0.8300 -0.1363
C -0.9040 -0.3060 0.3601 0.0621
N -1.4459 -1.3579 1.1317 -0.7074
C -1.0620 -2.7250 0.8326 -0.3158
C -1.2049 -2.9948 -0.6592 0.6572
O -2.2010 -3.4245 -1.1945 -0.5870
N -0.1240 -2.6243 -1.4012 -0.4575
N 1.0374 -2.1893 -0.8480 -0.2665
C 1.8869 -1.5512 -1.5352 0.2808
C 3.1872 -1.1034 -0.9388 -0.4513
C 4.0012 -0.6102 -2.1359 -0.3972
C 2.9362 -0.0876 -3.0996 -0.3953
C 1.8054 -1.1097 -2.9746 -0.5031
S -2.9520 -1.0274 1.7976 2.3224
O -3.8176 -0.3662 0.8654 -0.9273
O -3.4028 -2.2191 2.4480 -0.9306
C -2.3916 0.1654 3.0073 -0.2460
C -1.9269 -0.2852 4.2267 -0.2193
C -1.4008 0.6263 5.1273 -0.1996
C -1.3369 1.9700 4.7914 -0.1947
C -1.8059 2.4100 3.5635 -0.2100
C -2.3377 1.5017 2.6628 -0.2156
C 0.2240 0.3584 0.8308 -0.1497
C 0.7606 1.3970 0.0997 -0.1071
Cl 2.1617 2.2242 0.6772 0.0182
H 0.9097 4.1084 -3.2884 0.2066
H 0.2589 2.5133 -3.7383 0.1762
H -0.7542 3.6711 -2.8282 0.1821
H -1.4219 1.4409 -2.4804 0.2273
H -2.3799 -0.3976 -1.1784 0.2432
H -0.0254 -2.8859 1.1422 0.2318
H -1.7501 -3.3597 1.3918 0.2636
H -0.2361 -2.6477 -2.4140 0.3854
H 3.6706 -1.9052 -0.3834 0.2314
H 2.9956 -0.2865 -0.2412 0.2312
H 4.7220 0.1565 -1.8596 0.2185
H 4.5396 -1.4424 -2.5928 0.1987
H 3.3042 0.0083 -4.1202 0.2141
H 2.5888 0.8897 -2.7619 0.2074
H 0.8256 -0.6927 -3.2154 0.2279
H 1.9860 -1.9657 -3.6326 0.2248
H -1.9947 -1.3378 4.4508 0.2398
H -1.0385 0.2906 6.0872 0.2186
H -0.9213 2.6790 5.4920 0.2175
H -1.7562 3.4576 3.3082 0.2206
H -2.7204 1.8075 1.7022 0.2415
H 0.6791 0.0532 1.7586 0.2358
```

Calculated values
Orbital gap, eV: 9.274
HOMO level, eV: -8.750
Total charge: 0
Largest force on an atom, eV Å⁻¹: 1.2
Structure (SMILES): COc1ccc(N(CC(=O)NN=C2CCCC2)S(=O)(=O)c2ccccc2)cc1Cl
Energy above the lowest of the compared OMol25 structures with the same formula, charge and spin, kcal per mole: 46.57
Lowest unoccupied orbital energy, eV: 0.523

=====

[4]
Here is a molecular structure, C27H18CoF3NO2P in a non-equilibrium geometry from OMol25. Energies are from ωB97M-V/def2-TZVPD.

```
53
Properties=species:S:1:pos:R:3:lowdin_spin:R:1
Co 1.6448 0.7041 -0.6350 1.0088
C -5.0355 -1.1088 0.0589 0.0005
C -4.6969 0.2027 -0.2424 0.0000
C -3.3704 0.5538 -0.4395 0.0006
C -2.3550 -0.4013 -0.3478 0.0005
C -2.7080 -1.7160 -0.0523 0.0004
C -4.0361 -2.0631 0.1561 -0.0001
P -0.6099 0.1636 -0.5235 0.0048
C -0.9620 1.5693 -1.7575 0.0032
C -1.2606 1.1312 -3.0511 0.0041
C -1.4033 2.0222 -4.1003 0.0005
C -1.2250 3.3827 -3.8779 0.0045
C -0.9097 3.8323 -2.6052 0.0004
C -0.7696 2.9343 -1.5539 0.0073
C -0.3478 1.1477 0.9830 -0.0008
C -1.1811 1.4129 2.0599 -0.0022
C -0.6707 2.1628 3.1138 0.0045
C 0.6442 2.6096 3.0794 -0.0019
C 1.4822 2.3099 2.0064 -0.0008
C 0.9861 1.5661 0.9420 -0.0410
H -6.0712 -1.3798 0.2243 0.0000
H -5.4667 0.9619 -0.3097 0.0000
H -3.1197 1.5811 -0.6624 0.0001
H -1.9345 -2.4648 0.0275 0.0000
H -4.2901 -3.0860 0.4079 0.0000
H -1.3889 0.0651 -3.2207 0.0003
H -1.6376 1.6640 -5.0962 -0.0001
H -1.3285 4.0862 -4.6952 0.0003
H -0.7647 4.8919 -2.4293 -0.0001
H -0.5311 3.3023 -0.5629 0.0001
H -2.1985 1.0384 2.0841 -0.0004
H -1.2979 2.3983 3.9661 0.0003
H 1.0269 3.1966 3.9080 -0.0004
H 2.5087 2.6587 2.0123 -0.0001
O 4.1777 -1.5858 -1.2671 0.0024
C 3.2570 -1.8761 -0.5431 0.0042
N 2.0369 -1.1950 -0.4977 0.0100
C 1.2090 -1.8413 0.3716 0.0051
O 0.0078 -1.5332 0.5773 0.0059
C 1.9032 -2.9654 0.9865 0.0006
C 1.5374 -3.8703 1.9718 0.0013
C 2.4785 -4.7925 2.3968 0.0007
C 3.7579 -4.8194 1.8414 0.0015
C 4.1168 -3.9229 0.8453 0.0007
C 3.1847 -2.9931 0.4300 0.0016
H 0.5428 -3.8343 2.3970 0.0001
H 2.2264 -5.4970 3.1796 0.0000
H 4.4739 -5.5477 2.2006 0.0001
H 5.1059 -3.9322 0.4053 0.0000
F 4.2401 1.8618 -0.2603 -0.0079
C 3.0140 1.9780 -0.8519 -0.0220
F 2.7629 3.3253 -0.8326 0.0054
F 3.2446 1.7114 -2.2173 -0.0031
```

Calculated values
Orbital gap (spin up / spin down), eV: 6.596 / 6.855
HOMO level (spin up / spin down), eV: -4.228 / -4.475
Total charge: -1
Largest force on an atom, eV Å⁻¹: 2.4
Multiplicity: 2
Energy above the lowest of the compared OMol25 structures with the same formula, charge and spin, kcal per mole: 38.49
Lowest unoccupied orbital energy (spin up / spin down), eV: 2.368 / 2.380

=====

[5]
Here is 2 unconnected molecules or ions with the total composition C3H10N2O in a non-equilibrium geometry from OMol25. Energies are from ωB97M-V/def2-TZVPD.

```
16
Properties=species:S:1:pos:R:3:lowdin_spin:R:1
N -0.9846 1.0275 -1.0125 -0.0027
C -1.3338 -0.4160 -1.5421 0.1150
O -0.3808 -1.1884 -1.0032 0.7936
H -0.1925 1.4063 -1.4594 -0.0002
H -1.7790 1.6711 -1.1935 -0.0006
H -2.3635 -0.5708 -1.2201 0.0377
H -1.3206 -0.3719 -2.6379 0.0488
C 1.7525 -0.5651 0.6034 0.0001
C 0.4082 0.7180 2.2043 0.0016
N 0.6022 0.2668 1.0014 0.0062
H 2.2859 -0.0221 -0.2071 0.0005
H 1.3459 -1.5136 0.1997 -0.0009
H 2.4417 -0.7220 1.4634 0.0002
H 1.0492 0.4261 3.0656 0.0002
H -0.5039 1.2542 2.3919 0.0000
H -0.2017 0.4684 0.1067 0.0005
```

Calculated values
Orbital gap (spin up / spin down), eV: 11.161 / 8.494
HOMO level (spin up / spin down), eV: -15.101 / -15.101
Total charge: +1
Largest force on an atom, eV Å⁻¹: 3.6
Multiplicity: 2
Energy above the lowest of the compared OMol25 structures with the same formula, charge and spin, kcal per mole: 62.31
Lowest unoccupied orbital energy (spin up / spin down), eV: -3.940 / -6.607

=====

[6]
Here is 2 unconnected molecules or ions with the total composition C4H9N2 in a non-equilibrium geometry from OMol25. Energies are from ωB97M-V/def2-TZVPD.

```
15
Properties=species:S:1:pos:R:3:nbo_charge:R:1
C -0.2606 0.5313 0.7719 0.5504
C 2.0075 0.1799 -0.5489 -0.2159
C 0.9788 -0.5175 -1.3614 -0.1904
C -2.2499 -0.9430 -0.2150 -0.3121
N 0.6471 0.1725 -0.0818 -0.4306
N -0.2224 1.4002 1.7560 -0.7913
H 2.5672 -0.4161 0.1843 0.2307
H 2.4939 1.1038 -0.7200 0.2414
H 0.5004 -0.1835 -2.2903 0.2488
H 0.8675 -1.5832 -1.1978 0.2283
H -1.6872 -1.1508 -1.1216 0.1852
H -2.1930 -1.6679 0.5607 0.1980
H -3.0580 -0.2517 -0.2368 0.2035
H -1.0424 1.6693 2.2498 0.4335
H 0.6510 1.6567 2.2508 0.4204
```

Calculated values
Orbital gap (spin up / spin down), eV: 8.023 / 9.475
HOMO level (spin up / spin down), eV: -13.584 / -14.105
Total charge: +1
Largest force on an atom, eV Å⁻¹: 3.2
Energy above the lowest of the compared OMol25 structures with the same formula, charge and spin, kcal per mole: 132.99
Lowest unoccupied orbital energy (spin up / spin down), eV: -5.561 / -4.630